Entry 1:
The following is a quantum chemistry calculation of 2 unconnected molecules or ions with the total composition C9H14 in a non-equilibrium geometry, from the Open Molecules 2025 dataset.

Its energy above the lowest of the compared OMol25 structures with the same formula, charge and spin is 1.2897 eV. The calculation puts the lowest unoccupied orbital energy at 1.0269 eV. The highest occupied orbital energy is -9.0 eV. The spin multiplicity is 1. The SMILES is Cc1ccccc1.CC. For the gap between HOMO and LUMO, the calculation gives 10.03 eV.

Structure (XYZ):
```
23
Properties=species:S:1:pos:R:3:forces:R:3
C 0.5937 -1.6001 -1.8278 2.130 -0.002 -1.671
C -0.2975 -0.9328 -0.8805 -1.205 0.525 0.240
C -0.5358 -1.4172 0.4105 0.907 -0.866 -1.117
C -1.4311 -0.8308 1.2684 0.081 1.473 1.064
C -2.1558 0.2809 0.8324 0.081 0.123 -0.345
C -1.9957 0.7445 -0.4636 0.813 -0.926 0.291
C -1.0286 0.1587 -1.3157 -2.745 0.987 0.354
H 1.5202 -0.9435 -2.0411 -1.222 -1.002 0.459
H 0.1033 -1.6747 -2.8324 0.376 -0.277 0.842
H 0.9659 -2.5902 -1.4793 -0.361 0.657 -0.337
H -0.0124 -2.3608 0.5707 -0.065 0.307 0.822
H -1.4290 -0.9863 2.3531 -0.259 -0.795 -0.527
H -2.8717 0.7991 1.4578 0.078 -0.210 0.266
H -2.6618 1.5148 -0.8029 0.018 0.324 -0.326
H -1.2580 0.4807 -2.3387 1.367 -0.333 -0.022
C 2.6730 1.9584 1.5623 -0.239 0.310 1.995
C 2.5345 1.1054 0.3163 0.913 -1.056 -0.858
H 1.8220 1.7833 2.2470 -0.406 0.393 -0.814
H 3.3970 1.6709 2.3565 0.587 -0.220 -1.275
H 2.8028 3.0403 1.4728 -0.211 -0.161 -0.407
H 2.8504 1.4044 -0.6858 0.487 1.396 0.333
H 1.4955 0.8856 0.0667 0.022 -0.619 0.673
H 3.2148 0.2241 0.3828 -1.149 -0.029 0.362
```
Forces are in eV/Å.

Entry 2:
The following is a quantum chemistry calculation of a single C7H14N2O molecule in a non-equilibrium geometry, from the Open Molecules 2025 dataset.

Its energy above the lowest of the compared OMol25 structures with the same formula, charge and spin is 0.9924 eV. The calculation puts the lowest unoccupied orbital energy at 0.6966 eV. The highest occupied orbital energy is -9.7 eV. The spin multiplicity is 1. The SMILES is [H]/N=C(\O)[C@H](N)[C@@H]1[C@H](C)[C@@H]1C. For the gap between HOMO and LUMO, the calculation gives 10.44 eV.

Structure (XYZ):
```
24
Properties=species:S:1:pos:R:3:forces:R:3
H -2.4907 -0.8209 2.8138 1.829 0.919 -0.492
N -1.5930 -0.4260 2.3598 -0.687 -0.927 0.693
C -1.4465 -1.1466 1.3309 -3.236 0.135 -0.443
O -2.4790 -2.0637 1.0559 1.718 0.254 -0.559
C -0.6068 -0.8392 0.0954 0.299 0.102 0.479
N -0.6303 -2.0266 -0.7601 0.339 -0.165 -0.415
C 0.7656 -0.3334 0.4741 0.108 -0.158 0.000
C 1.0753 1.1343 0.6480 0.164 0.013 0.133
C 0.0385 2.2227 0.5021 -0.207 0.133 0.061
C 1.6356 0.3813 -0.5350 0.310 -0.033 0.089
C 1.1924 0.6451 -1.9558 -0.068 0.024 -0.147
H -2.2081 -2.4395 0.1819 -0.233 -0.062 0.464
H -1.1687 -0.0585 -0.4375 0.079 -0.191 0.244
H -0.6081 -1.7769 -1.7427 0.062 0.023 0.142
H 0.1777 -2.6181 -0.5848 -0.118 0.056 0.013
H 1.2865 -1.0090 1.1589 -0.147 0.188 -0.165
H 1.7981 1.3411 1.4416 -0.219 -0.080 -0.228
H -0.6725 2.0327 -0.3122 0.180 0.063 0.188
H -0.5427 2.3281 1.4294 0.150 -0.090 -0.252
H 0.5230 3.1883 0.2968 -0.104 -0.249 0.011
H 2.6986 0.1389 -0.4565 -0.283 0.075 -0.049
H 0.1153 0.8407 -2.0392 0.259 -0.023 0.029
H 1.7163 1.5212 -2.3652 -0.154 -0.232 0.076
H 1.4236 -0.2162 -2.5999 -0.040 0.228 0.128
```
Forces are in eV/Å.

Entry 3:
The following is a quantum chemistry calculation of a single C4H3NO2 molecule in a non-equilibrium geometry, from the Open Molecules 2025 dataset.

Its energy above the lowest of the compared OMol25 structures with the same formula, charge and spin is 1.9463 eV. The calculation puts the lowest unoccupied orbital energy at -0.1665 eV. The highest occupied orbital energy is -10.9 eV. The spin multiplicity is 1. The SMILES is N#CC(C=O)C=O. For the gap between HOMO and LUMO, the calculation gives 10.74 eV.

Structure (XYZ):
```
10
Properties=species:S:1:pos:R:3:forces:R:3
N 0.5677 -1.3480 -2.0181 -0.089 1.092 0.434
C 0.4323 -0.4767 -1.2703 0.149 -0.970 -0.900
C 0.0998 0.3454 -0.1124 0.088 -0.005 -0.168
C -1.4559 0.2463 -0.0133 -0.219 0.304 0.356
O -2.1340 1.0586 0.5494 0.479 -0.386 -0.060
C 1.0883 -0.1284 0.9942 0.204 -0.327 0.053
O 1.8104 -1.0728 0.8307 -0.490 0.490 0.285
H 0.2877 1.4222 -0.2095 0.115 -0.188 -0.328
H -1.8888 -0.5707 -0.6268 0.084 0.021 0.310
H 1.1925 0.5240 1.8761 -0.319 -0.032 0.018
```
Forces are in eV/Å.

Entry 4:
The following is a quantum chemistry calculation of a molecular structure, CH4ClNO in a non-equilibrium geometry, from the Open Molecules 2025 dataset.

Its energy above the lowest of the compared OMol25 structures with the same formula, charge and spin is 2.1722 eV. The calculation puts the lowest unoccupied orbital energy at 0.7085 eV. The highest occupied orbital energy is -10.0 eV. The spin multiplicity is 1. For the gap between HOMO and LUMO, the calculation gives 10.66 eV.

Structure (XYZ):
```
8
Properties=species:S:1:pos:R:3:forces:R:3
C -0.1330 -0.3430 -0.2749 -7.027 -3.766 -0.015
N -0.3369 0.9360 0.0364 -1.382 3.689 1.889
O 0.9017 -0.5132 -1.0118 4.400 -0.409 -0.361
Cl 0.0767 -1.3677 1.2917 0.172 -0.463 0.525
H -1.3133 -0.9448 -0.7102 3.962 2.064 0.865
H -1.3022 1.1291 0.4343 2.187 -0.130 -0.272
H 0.5004 1.3058 0.5803 -1.933 -0.156 -0.656
H 1.6065 -0.2022 -0.3457 -0.380 -0.829 -1.975
```
Forces are in eV/Å.

Question: Which of these has the lowest highest occupied orbital energy?
Answer: C4H3NO2

Question: energy above the lowest of the compared OMol25 structures with the same formula, charge and spin of number 4 (CH4ClNO)?
Answer: 2.1722 eV